A:
8 unconnected molecules or ions with the total composition C5H27NO8, computed with the ωB97M-V functional and the def2-TZVPD basis.

Structure (XYZ):
```
41
Properties=species:S:1:pos:R:3:nbo_charge:R:1
C 2.38094 1.36248 -2.10658 -0.427
N 1.40797 0.35965 -1.66229 -0.687
C 0.07664 0.58774 -2.35584 -0.068
C -0.94498 1.08700 -1.33456 0.069
C -2.29161 1.38927 -1.91872 -0.667
O -0.44912 2.30260 -0.71831 -0.740
C -0.37498 -0.78869 -2.82182 -0.615
H 3.24343 0.84564 -2.53266 0.189
H 2.79437 1.99148 -1.30723 0.192
H 2.04813 2.14173 -2.78953 0.178
H 1.17885 0.43436 -0.67154 0.409
H 0.26958 1.38495 -3.07087 0.190
H -1.08064 0.46299 -0.45391 0.203
H -2.33896 1.35612 -3.02666 0.202
H -2.71723 2.38362 -1.76685 0.236
H -3.13669 0.71927 -1.73858 0.228
H -0.11202 2.92950 -1.36526 0.461
H -0.58434 -1.39047 -1.92686 0.193
H -1.28846 -0.76838 -3.41980 0.207
H 0.37609 -1.41983 -3.29716 0.231
H 1.05168 2.02967 3.59438 0.479
H 0.01112 0.96737 3.55938 0.502
O 0.97679 1.08088 3.61223 -0.984
H 1.32510 -0.50937 1.55154 0.505
H 0.35233 0.53604 1.63034 0.497
O 0.53158 -0.21544 1.04590 -0.989
H -2.07392 -0.56453 2.52293 0.512
H -1.91893 -0.46937 3.95663 0.477
O -1.54370 -0.06062 3.16408 -0.978
H 2.88698 -0.16544 3.02145 0.485
H 1.51736 -0.88381 3.31460 0.489
O 2.40296 -0.98724 2.97236 -0.942
H -0.54368 -1.52372 0.97581 0.510
H -1.50427 -2.37742 0.08933 0.460
O -1.38374 -2.03459 0.97565 -0.999
H 2.61702 -1.44085 -1.03079 0.487
H 3.68211 -2.10473 -1.90181 0.462
O 3.20012 -2.20687 -1.07704 -0.956
H -3.14407 -1.27552 -0.29792 0.462
H -3.92433 -1.90816 0.76383 0.467
O -3.93889 -1.11477 0.21816 -0.930
```

Kohn-Sham gap (Ha): 0.3402
HOMO (eV): -9.0
SMILES: CN[C@@H](C)[C@H](C)O.O.O.O.O.O.O.O

***

B:
9 unconnected molecules or ions with the total composition C5H27NO8, computed with the ωB97M-V functional and the def2-TZVPD basis.

Structure (XYZ):
```
41
Properties=species:S:1:pos:R:3:nbo_charge:R:1
C 1.03302 -2.14702 -0.39170 -0.246
C 1.24981 -2.26143 1.06730 -0.475
C 0.47236 -1.42599 2.05091 -0.199
C -0.22290 -0.26680 1.85671 -0.164
C -0.90712 0.26976 3.01086 -0.662
N -0.12415 -3.06114 -0.86665 -0.869
H 1.86597 -2.54764 -0.94896 0.195
H 0.95072 -1.07975 -0.82241 0.202
H 2.34006 -2.30755 1.36040 0.227
H 0.86759 -3.23656 1.47398 0.212
H 0.50663 -1.78821 3.08317 0.188
H -0.17119 0.15060 0.90578 0.184
H -1.31192 -0.51361 3.67320 0.212
H -1.99507 0.45761 2.89115 0.222
H -0.39642 1.08852 3.38610 0.225
H -0.19590 -3.99083 -0.44317 0.359
H -0.94157 -2.58144 -0.52799 0.371
H 1.12739 1.80421 -1.09242 0.491
H 1.45476 0.72709 0.05140 0.471
O 1.80975 1.28071 -0.59964 -0.996
H 1.03436 3.17788 2.77999 0.455
H 1.20251 3.12833 1.32432 0.472
O 1.58690 2.78642 2.13409 -0.925
H -1.42548 3.08185 0.91163 0.473
H -1.54714 1.93788 -0.18412 0.482
O -1.95182 2.23840 0.66426 -0.952
H 2.07840 -1.24292 -3.08853 0.478
H 2.38380 0.24361 -2.57989 0.484
O 2.27373 -0.29874 -3.24789 -0.958
H 1.22010 3.52737 -1.93388 0.465
H -0.10766 3.15868 -2.12954 0.500
O 0.51520 3.35010 -1.41223 -0.933
H -2.96084 -1.66363 1.61022 0.468
H -1.72979 -2.50865 1.95437 0.480
O -2.33228 -2.19308 1.20541 -0.944
H -1.40433 1.81303 -3.52614 0.485
H -2.25833 1.42809 -2.51061 0.487
O -1.49677 2.00162 -2.57454 -0.960
H -0.03283 -0.93282 -2.72396 0.491
H -1.57590 -1.13216 -2.88809 0.474
O -0.88365 -0.47181 -2.90288 -0.969
```

Kohn-Sham gap (Ha): 0.3346
HOMO (eV): -8.8
SMILES: C/C=C/CCN.O.O.O.O.O.O.O.O

***

A comes first in stability; the runner-up is 0.0901 hartree higher.

***

A:
2 unconnected molecules or ions with the total composition C16H25OSi, computed with the ωB97M-V functional and the def2-TZVPD basis.

Structure (XYZ):
```
43
Properties=species:S:1:pos:R:3:nbo_charge:R:1
C 1.80291 -1.95720 0.86735 -1.149
Si 1.43838 -0.22677 1.45804 1.876
C 1.37853 -0.18341 3.31656 -1.148
C 2.78888 0.84574 0.76648 -1.142
O -0.03863 0.42681 0.95021 -0.791
C -1.37393 0.30746 1.20038 0.534
C -2.21065 1.46414 1.12240 -0.604
C -1.85715 -0.97789 1.50522 -0.351
C -1.35934 -2.16508 1.05925 -0.215
H 2.79200 -2.24133 1.25330 0.264
H 1.05742 -2.67459 1.24058 0.234
H 1.83608 -1.99144 -0.23199 0.250
H 2.38076 -0.45403 3.69247 0.259
H 1.13264 0.82954 3.64841 0.244
H 0.64832 -0.92080 3.67560 0.244
H 3.74079 0.62350 1.25796 0.258
H 2.89944 0.66264 -0.31215 0.252
H 2.56183 1.91101 0.93597 0.249
H -3.20129 1.29079 0.61960 0.264
H -1.68684 2.41264 0.90634 0.263
H -2.73965 -0.97517 2.16110 0.244
H -1.72773 -3.09833 1.51164 0.228
H -0.67777 -2.28425 0.20062 0.227
C -4.06718 3.42764 0.95790 -0.704
C -3.22719 2.98726 2.14651 0.360
C -4.00259 2.18787 3.16730 -0.699
C -2.32645 3.99415 2.70215 -0.204
C -1.73951 3.80190 3.97520 -0.142
C -0.60858 4.53504 4.34005 -0.209
C -0.11648 5.53071 3.48111 -0.148
C -0.75780 5.80593 2.27527 -0.213
C -1.88057 5.08439 1.88842 -0.146
H -4.39807 4.48428 0.99402 0.262
H -3.43261 3.30445 0.06385 0.240
H -4.95921 2.79091 0.88586 0.234
H -4.21804 2.71692 4.12850 0.252
H -4.96201 1.79854 2.78091 0.235
H -3.31314 1.33702 3.32892 0.237
H -2.09027 3.00665 4.63026 0.223
H -0.19387 4.39667 5.33146 0.233
H 0.71213 6.16444 3.81657 0.236
H -0.44948 6.67927 1.66331 0.238
H -2.36699 5.29089 0.92619 0.226
```

Kohn-Sham gap (Ha): 0.2552
Charge: +1
HOMO (eV): -12.1

***

B:
2 unconnected molecules or ions with the total composition C16H25OSi, computed with the ωB97M-V functional and the def2-TZVPD basis.

Structure (XYZ):
```
43
Properties=species:S:1:pos:R:3:nbo_charge:R:1
C -0.46935 4.55622 2.24886 -1.138
Si 0.87943 3.27322 2.09315 1.863
C 2.03794 3.68367 0.68578 -1.150
C 1.76720 3.02698 3.72056 -1.149
O 0.14221 1.77498 1.69408 -0.829
C 0.81819 0.64901 1.48201 0.186
C 0.23863 -0.58979 1.58748 -0.356
C 1.08100 -1.72163 1.42869 -0.218
C 0.61365 -2.98144 1.61875 -0.419
H -0.01349 5.52320 2.50746 0.253
H -1.02681 4.68930 1.31285 0.245
H -1.19273 4.30668 3.03567 0.254
H 2.55434 4.62791 0.90872 0.255
H 2.79840 2.90565 0.53716 0.237
H 1.49481 3.80789 -0.26174 0.240
H 2.28638 3.95281 4.00558 0.251
H 1.06375 2.77315 4.52590 0.254
H 2.51402 2.22358 3.66743 0.245
H 1.88803 0.72973 1.25870 0.162
H -0.81440 -0.70149 1.86628 0.220
H 2.12867 -1.50649 1.17141 0.203
H 1.25386 -3.85358 1.49787 0.208
H -0.42012 -3.12912 1.93365 0.193
C -1.24123 0.50382 -1.84591 -0.731
C -0.49038 -0.72666 -2.20850 0.480
C 0.95806 -0.55395 -2.47693 -0.716
C -1.12654 -1.98405 -2.27490 -0.246
C -0.51967 -3.12826 -2.89969 -0.054
C -1.13974 -4.37032 -2.87992 -0.234
C -2.38489 -4.54826 -2.25931 -0.057
C -3.01595 -3.44234 -1.67249 -0.253
C -2.42126 -2.18783 -1.68981 -0.004
H -2.29767 0.44836 -2.13840 0.251
H -1.18313 0.71430 -0.76579 0.306
H -0.79426 1.36401 -2.36393 0.259
H 1.39791 -1.35528 -3.07844 0.245
H 1.10623 0.39803 -3.00575 0.257
H 1.52264 -0.48625 -1.53160 0.299
H 0.43174 -3.01066 -3.42468 0.228
H -0.64901 -5.21929 -3.35773 0.247
H -2.85560 -5.53250 -2.23367 0.246
H -3.98618 -3.56395 -1.19062 0.246
H -2.93471 -1.33938 -1.22821 0.222
```

Kohn-Sham gap (Ha): 0.1752
Charge: +1
HOMO (eV): -10.5

***

B comes first in stability; the runner-up is 0.0575 hartree higher.

***

A:
A molecular structure, C3H4OS2, computed with the ωB97M-V functional and the def2-TZVPD basis.

Structure (XYZ):
```
10
Properties=species:S:1:pos:R:3:nbo_charge:R:1
C 1.54687 -0.10859 -0.07902 0.049
C -0.56874 0.66091 -0.32379 -0.145
C -0.92462 -0.58295 0.39646 -0.540
H -1.16724 1.61126 -0.08089 0.213
H -0.55020 0.66519 -1.39254 0.206
H -0.65126 -0.49153 1.54752 0.243
H -2.27185 -0.88053 0.31904 0.278
O 0.79316 1.04330 -0.12286 -0.481
S 3.23933 -0.26805 0.02127 -0.061
S 0.55455 -1.64899 -0.28519 0.238
```

Kohn-Sham gap (Ha): 0.3209
HOMO (eV): -8.7

***

B:
2 unconnected molecules or ions with the total composition C3H4OS2, computed with the ωB97M-V functional and the def2-TZVPD basis.

Structure (XYZ):
```
10
Properties=species:S:1:pos:R:3:nbo_charge:R:1
C 1.53437 1.80959 0.26078 -0.103
C 0.90435 0.87994 -0.19365 -0.093
C 0.16542 -0.17535 -0.64749 -0.461
O -1.72011 -1.92881 -0.03675 -0.918
S -2.53860 0.86476 0.07687 -0.420
S -1.27787 -0.59792 0.26635 1.432
H 2.08112 2.63354 0.61135 0.241
H 1.48266 -2.39664 -0.24697 0.013
H 0.16084 -0.47832 -1.67879 0.264
H -0.79216 -0.61079 1.58831 0.045
```

Kohn-Sham gap (spin up / spin down) (Ha): 0.3091 / 0.2731
HOMO (spin up / spin down) (eV): -9.1 / -9.5

***

C:
C3H4OS2 in the gas phase, computed with the ωB97M-V functional and the def2-TZVPD basis.

Structure (XYZ):
```
10
Properties=species:S:1:pos:R:3:nbo_charge:R:1
C -0.91121 -0.53341 -0.00715 -0.402
C 0.38910 -0.71829 0.12328 -0.187
C 1.39404 0.30603 -0.18383 -0.619
O -2.18971 1.68152 0.55835 -0.896
S -2.45217 -1.35481 0.05378 0.064
S -2.14550 0.65434 -0.50543 1.165
H 0.88305 -1.51178 0.50705 0.211
H 2.40643 -0.29046 -0.44474 0.217
H 1.63439 0.84718 0.81259 0.232
H 0.99158 0.91967 -0.91390 0.215
```

Kohn-Sham gap (Ha): 0.3243
HOMO (eV): -9.0

***

A comes first in stability; the runner-up is 0.0065 hartree higher.

***

A:
5 unconnected molecules or ions with the total composition CH13N3O4, computed with the ωB97M-V functional and the def2-TZVPD basis.

Structure (XYZ):
```
21
Properties=species:S:1:pos:R:3:nbo_charge:R:1
N -1.85699 2.36055 0.89503 -0.839
C -1.30675 1.24925 0.19653 0.579
N -0.65633 1.49449 -1.00587 -0.868
N -1.38852 0.06239 0.62270 -0.790
H -1.28482 3.19605 0.82382 0.366
H -2.01301 2.07557 1.85411 0.385
H -0.77281 0.74281 -1.66301 0.432
H -0.49026 2.47934 -1.12597 0.389
H -1.83670 -0.14271 1.50786 0.348
H 1.93939 -1.25650 -2.54917 0.471
H 1.44925 -0.53455 -3.64416 0.467
O 1.06608 -0.91440 -2.82930 -0.937
H 0.62970 -0.80571 2.99772 0.474
H 1.98410 -0.14161 3.26838 0.475
O 1.13182 -0.26635 3.61963 -0.949
H 0.77077 -1.13090 0.71214 0.487
H 1.22341 0.13997 0.02308 0.481
O 1.45542 -0.47567 0.71273 -0.972
H -0.36273 -2.50535 -2.08692 0.472
H 0.62852 -2.95315 -1.19351 0.451
O -0.30954 -2.67349 -1.13581 -0.921
```

Kohn-Sham gap (Ha): 0.3391
HOMO (eV): -9.0
SMILES: N=C(N)N.O.O.O.O

***

B:
5 unconnected molecules or ions with the total composition CH13N3O4, computed with the ωB97M-V functional and the def2-TZVPD basis.

Structure (XYZ):
```
21
Properties=species:S:1:pos:R:3:nbo_charge:R:1
N 2.18293 1.88685 1.38982 -0.875
C 1.46887 0.89856 0.67719 0.594
N 2.21635 -0.13885 0.21222 -0.819
N 0.26634 0.99834 0.27267 -0.837
H 3.08598 2.00071 0.94965 0.375
H 2.28307 1.77222 2.38539 0.389
H 1.80779 -0.83468 -0.39281 0.426
H 3.12774 -0.32091 0.58927 0.389
H -0.35912 1.62896 0.75289 0.381
H -1.03532 -2.37729 -0.11540 0.495
H -0.05305 -1.75414 0.95851 0.474
O -0.10616 -2.35625 0.20213 -0.987
H -3.38640 0.01866 1.88692 0.485
H -2.15683 -0.02040 0.80100 0.489
O -2.57276 0.39903 1.55948 -0.975
H -1.57685 -2.07768 -2.15124 0.477
H -1.59016 -0.79268 -1.41129 0.489
O -2.11937 -1.60130 -1.51463 -0.954
H -0.33126 0.69845 -1.59996 0.494
H -0.57514 1.42651 -2.92074 0.475
O -0.57664 0.54592 -2.53107 -0.987
```

Kohn-Sham gap (Ha): 0.3680
HOMO (eV): -9.5
SMILES: N=C(N)N.O.O.O.O

***

B comes first in stability; the runner-up is 0.0211 hartree higher.